[1]
DFT (ωB97M-V/def2-TZVPD) results for a 9-piece molecular cluster, C37H97N7O17 overall at a distorted geometry.

Values from the calculation:
HOMO (Eh): -0.295
LUMO (eV): 0.054
HOMO-LUMO gap (eV): 8.08
Molecular weight (u): 912.21
Calculated total energy (eV): -85168.604
SMILES: COCCNCCOC.COCCNCCOC.COCCNCCOC.COCCNCCOC.COCCNCCOC.NC(N)=O.OCCO.OCCO.OCCO
Energy above the lowest of the compared OMol25 structures with the same formula, charge and spin (kcal/mol): 58.00

Element x y z (Å)
1 C -0.5528 3.8983 -6.2217
2 O -0.2742 2.5064 -6.1485
3 C -0.6137 1.9536 -7.4672
4 C -0.1954 0.5029 -7.6688
5 N -1.0913 -0.4848 -7.0852
6 C -0.6865 -1.8821 -7.2528
7 C -1.6663 -2.8925 -6.6344
8 O -1.3641 -3.1547 -5.2752
9 C -2.2858 -2.5559 -4.3879
10 H -0.1939 4.3384 -5.2946
11 H -1.6326 4.0672 -6.2227
12 H -0.1233 4.4081 -7.0821
13 H -0.1293 2.5825 -8.2125
14 H -1.7057 1.9735 -7.5436
15 H 0.8593 0.2698 -7.4712
16 H -0.3362 0.3100 -8.7419
17 H -1.4261 -0.3144 -6.1552
18 H 0.2531 -2.0391 -6.7084
19 H -0.5127 -2.0467 -8.3172
20 H -1.4363 -3.8652 -7.0842
21 H -2.6954 -2.7373 -6.9698
22 H -3.2393 -3.0981 -4.4892
23 H -2.3828 -1.4780 -4.5312
24 H -2.0768 -2.7138 -3.3256
25 C -9.6088 0.2520 6.3964
26 O -8.6123 -0.0259 7.3432
27 C -7.6235 0.9881 7.4747
28 C -6.7418 1.2304 6.2593
29 N -5.8513 0.1396 5.8941
30 C -5.2680 0.3590 4.5988
31 C -4.4322 -0.8927 4.2100
32 O -3.2248 -0.5836 3.5614
33 C -2.4538 -1.5606 2.9100
34 H -9.3734 1.1169 5.7670
35 H -10.5803 0.5026 6.8329
36 H -9.7556 -0.5693 5.6933
37 H -7.0187 0.7194 8.3425
38 H -8.1859 1.8867 7.7568
39 H -6.1391 2.1303 6.4179
40 H -7.4034 1.3512 5.3947
41 H -5.7164 -0.6984 6.4178
42 H -4.5782 1.2092 4.6001
43 H -6.0408 0.5750 3.8521
44 H -5.0760 -1.4927 3.5579
45 H -4.1581 -1.3956 5.1427
46 H -1.8771 -1.0703 2.1307
47 H -3.1174 -2.3138 2.4597
48 H -1.8642 -2.1007 3.6610
49 C -3.4212 2.3650 2.6442
50 O -2.8013 3.2908 1.7497
51 C -3.2142 3.2214 0.3939
52 C -2.0303 3.3470 -0.5055
53 N -1.3988 4.6895 -0.3073
54 C -0.0413 4.7695 -0.8457
55 C 0.0804 4.3128 -2.3105
56 O 1.4698 4.3237 -2.5676
57 C 1.8726 3.5061 -3.6629
58 H -4.5100 2.4100 2.5471
59 H -3.1409 2.5771 3.6704
60 H -3.0610 1.3903 2.3188
61 H -3.9808 3.9751 0.1826
62 H -3.7012 2.2533 0.2124
63 H -2.2026 3.3931 -1.5801
64 H -1.2818 2.5882 -0.2331
65 H -1.4517 4.9218 0.6763
66 H 0.6543 4.1663 -0.2612
67 H 0.2209 5.8259 -0.8717
68 H -0.5253 5.0009 -2.9155
69 H -0.3548 3.3274 -2.5029
70 H 1.3731 2.5383 -3.6621
71 H 2.8876 3.2214 -3.3470
72 H 2.1187 4.0472 -4.5769
73 C 3.0837 1.2161 2.7397
74 O 4.3891 0.7322 2.9054
75 C 4.4664 -0.6572 3.1665
76 C 5.8130 -1.1994 2.6812
77 N 6.6699 -1.7164 3.7367
78 C 6.1790 -2.8394 4.4833
79 C 7.2432 -3.2667 5.4857
80 O 6.8212 -4.5439 5.9764
81 C 7.7889 -5.2271 6.7425
82 H 2.3321 0.6762 3.3310
83 H 2.6524 1.0624 1.7356
84 H 3.1475 2.2893 2.9002
85 H 3.6246 -1.2252 2.7582
86 H 4.3795 -0.8528 4.2404
87 H 6.4023 -0.4136 2.2070
88 H 5.7183 -1.9897 1.9247
89 H 7.6293 -1.4487 3.7771
90 H 5.9472 -3.6916 3.8343
91 H 5.3375 -2.5827 5.1352
92 H 7.4251 -2.5804 6.3215
93 H 8.2632 -3.4464 5.1090
94 H 8.5228 -5.6102 6.0293
95 H 7.2796 -6.0546 7.2369
96 H 8.2617 -4.6979 7.5756
97 C 1.7185 -1.9318 -0.5875
98 O 2.7143 -2.8891 -0.2487
99 C 2.3436 -4.2646 -0.4701
100 C 3.4678 -4.8822 -1.3297
101 N 4.8173 -4.5670 -0.8569
102 C 5.3652 -5.5823 0.0361
103 C 6.8352 -5.3191 0.3104
104 O 7.1905 -5.8320 1.5839
105 C 8.4328 -5.4428 2.1013
106 H 2.2161 -1.0476 -0.9894
107 H 1.3383 -1.5420 0.3716
108 H 0.8038 -2.2163 -1.1048
109 H 1.4099 -4.2966 -1.0291
110 H 2.2461 -4.8186 0.4668
111 H 3.3699 -4.7107 -2.4092
112 H 3.2342 -5.9603 -1.3483
113 H 4.5804 -3.7210 -0.3421
114 H 5.1169 -6.6223 -0.1770
115 H 4.8383 -5.4725 1.0029
116 H 6.9625 -4.2349 0.3341
117 H 7.4192 -5.8592 -0.4404
118 H 8.3572 -5.4470 3.1874
119 H 8.7747 -4.4667 1.7379
120 H 9.2073 -6.1569 1.7897
121 N -0.4669 0.6861 0.2084
122 C -0.1883 1.2190 -1.0201
123 N -1.1286 0.8434 -1.9317
124 O 0.8411 1.8658 -1.2429
125 H -1.3802 0.2734 0.3200
126 H 0.1676 0.8002 0.9736
127 H -1.9506 0.4252 -1.5364
128 H -1.1343 1.1414 -2.8828
129 O -5.9957 1.5107 -0.3791
130 C -5.7576 0.1565 -0.0352
131 C -4.4978 -0.4078 -0.6229
132 O -3.3536 0.1315 0.1049
133 H -6.8783 1.6851 -0.7049
134 H -5.8943 0.0691 1.0444
135 H -6.5977 -0.4643 -0.3816
136 H -4.4658 -0.1878 -1.6958
137 H -4.4283 -1.4944 -0.5992
138 H -3.6282 1.0520 0.2449
139 O 3.5842 2.4381 -1.0711
140 C 3.5461 3.3757 0.0102
141 C 4.3003 4.6206 -0.3797
142 O 3.7185 5.4402 -1.3599
143 H 2.7011 2.0888 -1.2523
144 H 2.5175 3.5827 0.3144
145 H 4.0322 2.8623 0.8477
146 H 5.3451 4.3536 -0.5779
147 H 4.3828 5.2938 0.4946
148 H 2.8188 5.1984 -1.6294
149 O -4.9390 3.4720 -3.7010
150 C -4.2145 2.2470 -3.7615
151 C -3.0520 2.4493 -4.7174
152 O -2.1293 1.3668 -4.6606
153 H -5.4669 3.6211 -4.4884
154 H -3.7501 2.0371 -2.7949
155 H -4.9635 1.4700 -3.9160
156 H -2.4805 3.3577 -4.5143
157 H -3.3888 2.4849 -5.7641
158 H -1.3127 1.5194 -5.1942

Results of the Löwdin charge analysis, in e, for atoms 1 through 99:
1. C -0.102
2. O -0.221
3. C -0.165
4. C -0.202
5. N -0.076
6. C -0.193
7. C -0.222
8. O -0.178
9. C -0.113
10. H 0.075
11. H 0.080
12. H 0.097
13. H 0.120
14. H 0.126
15. H 0.125
16. H 0.122
17. H 0.070
18. H 0.120
19. H 0.117
20. H 0.119
21. H 0.127
22. H 0.089
23. H 0.069
24. H 0.080
25. C -0.129
26. O -0.181
27. C -0.208
28. C -0.207
29. N -0.073
30. C -0.209
31. C -0.190
32. O -0.227
33. C -0.092
34. H 0.075
35. H 0.086
36. H 0.088
37. H 0.124
38. H 0.123
39. H 0.124
40. H 0.097
41. H 0.112
42. H 0.094
43. H 0.109
44. H 0.121
45. H 0.121
46. H 0.066
47. H 0.089
48. H 0.092
49. C -0.077
50. O -0.172
51. C -0.196
52. C -0.181
53. N -0.040
54. C -0.178
55. C -0.229
56. O -0.215
57. C -0.084
58. H 0.095
59. H 0.092
60. H 0.068
61. H 0.144
62. H 0.065
63. H 0.109
64. H 0.083
65. H 0.099
66. H 0.096
67. H 0.125
68. H 0.124
69. H 0.079
70. H 0.090
71. H 0.087
72. H 0.093
73. C -0.134
74. O -0.171
75. C -0.206
76. C -0.176
77. N -0.086
78. C -0.204
79. C -0.221
80. O -0.209
81. C -0.123
82. H 0.086
83. H 0.074
84. H 0.089
85. H 0.116
86. H 0.113
87. H 0.124
88. H 0.103
89. H 0.105
90. H 0.123
91. H 0.116
92. H 0.124
93. H 0.114
94. H 0.082
95. H 0.085
96. H 0.086
97. C -0.100
98. O -0.211
99. C -0.182

---

[2]
DFT (ωB97M-V/def2-TZVPD) results for a 10-piece molecular cluster, C38H101N5O19 overall at a distorted geometry.

Values from the calculation:
HOMO (Eh): -0.315
LUMO (eV): 0.431
HOMO-LUMO gap (eV): 9.00
Molecular weight (u): 932.24
Calculated total energy (eV): -87381.415
SMILES: COC[C@H](C)N.COCCNCCOC.COCCNCCOC.COCCNCCOC.COCCNCCOC.OCCO.OCCO.OCCO.OCCO.OCCO
Energy above the lowest of the compared OMol25 structures with the same formula, charge and spin (kcal/mol): 154.36

Element x y z (Å)
1 C 36.0942 5.8398 7.8745
2 O 36.6988 6.9443 7.2058
3 C 35.6626 7.7934 6.6919
4 C 36.2272 9.1283 6.2031
5 C 35.2347 9.8811 5.2910
6 N 37.4404 9.1274 5.4161
7 H 35.5717 5.1234 7.2406
8 H 35.6507 5.9697 8.8617
9 H 37.0328 5.3576 8.1476
10 H 35.0740 7.2256 5.9713
11 H 34.9850 8.0197 7.5151
12 H 36.4762 9.7980 7.0264
13 H 34.4673 10.3001 5.9419
14 H 34.8110 9.1083 4.6495
15 H 35.6332 10.7129 4.7101
16 H 37.7788 8.3204 5.9205
17 H 37.1736 8.8796 4.4740
18 C 19.9729 5.3304 8.4656
19 O 21.0602 5.7288 9.3362
20 C 22.1788 4.9741 9.1350
21 C 23.3218 5.1561 10.1182
22 N 22.7565 5.2126 11.5223
23 C 23.7184 5.7495 12.4789
24 C 25.1384 5.3434 12.4617
25 O 25.8127 5.9064 13.5124
26 C 27.0293 5.4449 13.9349
27 H 19.7049 4.3187 8.7700
28 H 20.3965 5.1753 7.4733
29 H 19.2061 6.1047 8.4419
30 H 22.7038 5.1009 8.1882
31 H 21.7455 3.9754 9.1893
32 H 23.9195 6.0470 9.9256
33 H 24.0922 4.3852 10.1020
34 H 21.9102 5.7562 11.4314
35 H 23.4184 5.6265 13.5195
36 H 23.7611 6.8320 12.3585
37 H 25.7879 5.6180 11.6305
38 H 25.2514 4.2593 12.4501
39 H 27.7273 5.7753 13.1656
40 H 27.2336 4.3747 13.9665
41 H 27.2865 5.8889 14.8966
42 C 26.3194 5.3626 8.8274
43 O 26.3765 4.1092 9.4309
44 C 26.3384 3.0026 8.5028
45 C 26.2427 1.6254 9.2295
46 N 27.6177 1.1670 9.6252
47 C 27.7148 0.5164 10.8817
48 C 27.7854 1.6876 11.8923
49 O 29.0960 2.2126 11.9385
50 C 29.5669 3.1950 11.0595
51 H 25.4350 5.3332 8.1910
52 H 27.1077 5.5032 8.0879
53 H 26.4202 6.2076 9.5086
54 H 27.2510 2.9456 7.9094
55 H 25.5108 2.9999 7.7934
56 H 25.8642 0.8394 8.5760
57 H 25.6610 1.7887 10.1367
58 H 28.2061 1.9813 9.7294
59 H 28.6603 -0.0046 11.0327
60 H 26.9513 -0.1956 11.1951
61 H 27.4402 1.3310 12.8628
62 H 27.0517 2.4737 11.7142
63 H 29.1684 4.1888 11.2634
64 H 29.4974 3.0634 9.9797
65 H 30.6428 3.2108 11.2334
66 C 30.7935 7.1140 6.1372
67 O 31.1793 5.8841 6.7213
68 C 31.1502 4.6811 6.0186
69 C 29.7826 4.3225 5.5153
70 N 29.2328 4.9827 4.2459
71 C 29.7655 4.2147 3.0719
72 C 29.9583 5.2595 1.8737
73 O 31.0108 6.2529 2.0218
74 C 31.2399 7.1574 0.8469
75 H 31.3372 7.3098 5.2130
76 H 30.9864 8.0300 6.6957
77 H 29.7753 7.0769 5.7498
78 H 31.4874 3.9068 6.7077
79 H 31.8349 4.6204 5.1727
80 H 28.9926 4.4174 6.2602
81 H 29.8260 3.2641 5.2584
82 H 29.2934 5.9853 4.1398
83 H 29.1101 3.4146 2.7278
84 H 30.7528 3.7698 3.1964
85 H 29.0286 5.7939 1.6783
86 H 29.9877 4.7174 0.9285
87 H 32.1477 7.7355 1.0193
88 H 30.3866 7.8015 0.6347
89 H 31.4385 6.5151 -0.0110
90 C 36.0323 8.3862 10.5202
91 O 35.3494 9.3920 9.7971
92 C 33.9855 9.7496 10.1005
93 C 33.0081 8.6478 9.5547
94 N 31.5940 8.7181 10.0873
95 C 30.8402 7.4099 9.9563
96 C 29.3504 7.7580 10.1803
97 O 29.1214 8.2504 11.5074
98 C 27.7097 8.2675 11.6133
99 H 35.9309 8.5188 11.5973
100 H 37.0767 8.6867 10.4358
101 H 35.6409 7.3810 10.3642
102 H 33.8289 10.6980 9.5866
103 H 33.7081 9.8757 11.1471
104 H 33.4300 7.6784 9.8199
105 H 32.9842 8.5177 8.4727
106 H 31.5462 8.8869 11.0819
107 H 31.2225 6.5093 10.4369
108 H 30.7784 7.1189 8.9077
109 H 28.8592 6.8077 9.9714
110 H 29.0950 8.5969 9.5329
111 H 27.3524 7.2472 11.4742
112 H 27.1873 8.9564 10.9495
113 H 27.4214 8.3037 12.6638
114 O 30.6035 8.3386 13.8242
115 C 30.3361 9.5993 14.3703
116 C 31.4964 10.5509 14.2341
117 O 31.5326 11.1969 12.9975
118 H 30.3243 8.3346 12.9057
119 H 29.4606 9.9707 13.8377
120 H 30.0930 9.3766 15.4092
121 H 32.3949 9.9452 14.1163
122 H 31.6761 11.1317 15.1388
123 H 30.8873 11.9070 13.0307
124 O 40.4768 11.1350 10.0064
125 C 40.6447 10.0158 9.1212
126 C 39.3818 9.6657 8.1735
127 O 39.0872 10.6954 7.1745
128 H 39.5739 11.1337 10.3327
129 H 41.4027 10.3562 8.4157
130 H 40.9357 9.1690 9.7427
131 H 38.5019 9.5484 8.8061
132 H 39.5828 8.6858 7.7405
133 H 38.3949 10.3795 6.5892
134 O 30.1888 10.3189 8.1683
135 C 31.2774 10.9752 7.4517
136 C 30.9801 11.2511 5.9306
137 O 31.5414 10.3862 4.9674
138 H 30.6466 9.8043 8.8370
139 H 31.1135 11.9256 7.9596
140 H 32.2495 10.4986 7.5785
141 H 31.4104 12.2011 5.6136
142 H 29.8980 11.2673 5.8014
143 H 31.2687 10.6995 4.1019
144 O 32.1052 12.4941 10.6759
145 C 32.2470 13.6851 11.2998
146 C 31.4716 14.9526 10.6952
147 O 32.1218 15.1095 9.5124
148 H 32.4726 11.8255 11.2588
149 H 31.9037 13.5772 12.3287
150 H 33.2630 14.0419 11.4687
151 H 31.4806 15.8561 11.3048
152 H 30.4470 14.6920 10.4300
153 H 32.2912 14.2374 9.1486
154 O 34.9813 12.1170 12.0408
155 C 36.3914 12.1962 12.1550
156 C 36.9965 12.6255 10.8036
157 O 38.4011 12.8575 10.9542
158 H 34.6198 12.3087 12.9092
159 H 36.7970 12.8922 12.8893
160 H 36.8475 11.2948 12.5643
161 H 36.5667 13.5181 10.3491
162 H 36.9896 11.8722 10.0157
163 H 38.5699 13.4094 10.1870

Results of the Löwdin charge analysis, in e, for atoms 1 through 99:
1. C -0.106
2. O -0.186
3. C -0.171
4. C -0.430
5. C -0.046
6. N 0.041
7. H 0.092
8. H 0.066
9. H 0.091
10. H 0.128
11. H 0.100
12. H 0.125
13. H 0.064
14. H 0.078
15. H 0.086
16. H 0.067
17. H 0.087
18. C -0.058
19. O -0.192
20. C -0.280
21. C -0.175
22. N -0.034
23. C -0.204
24. C -0.272
25. O -0.182
26. C -0.109
27. H 0.087
28. H 0.081
29. H 0.094
30. H 0.118
31. H 0.120
32. H 0.103
33. H 0.100
34. H 0.093
35. H 0.125
36. H 0.121
37. H 0.096
38. H 0.127
39. H 0.071
40. H 0.088
41. H 0.100
42. C -0.132
43. O -0.215
44. C -0.180
45. C -0.149
46. N -0.075
47. C -0.205
48. C -0.218
49. O -0.165
50. C -0.112
51. H 0.084
52. H 0.081
53. H 0.075
54. H 0.113
55. H 0.119
56. H 0.114
57. H 0.108
58. H 0.040
59. H 0.117
60. H 0.118
61. H 0.115
62. H 0.101
63. H 0.079
64. H 0.076
65. H 0.095
66. C -0.088
67. O -0.191
68. C -0.233
69. C -0.185
70. N -0.043
71. C -0.177
72. C -0.213
73. O -0.224
74. C -0.055
75. H 0.085
76. H 0.071
77. H 0.078
78. H 0.125
79. H 0.120
80. H 0.097
81. H 0.109
82. H 0.071
83. H 0.106
84. H 0.102
85. H 0.105
86. H 0.102
87. H 0.079
88. H 0.078
89. H 0.075
90. C -0.093
91. O -0.205
92. C -0.164
93. C -0.156
94. N -0.038
95. C -0.146
96. C -0.191
97. O -0.203
98. C -0.094
99. H 0.082

---

Among the records above, which one has the lowest LUMO? C37H97N7O17

---

Among the records above, which one has the lowest HOMO-LUMO gap? C37H97N7O17